An isolated ion of composition C9H20N3 and charge +1 at a distorted geometry. Source: OMol25; level of theory: wB97M-V/def2-TZVPD.

Properties
* maximum force: 0.0863 Eh/bohr
* highest occupied orbital energy: -13.6 eV
* structure (SMILES): CCC1(CC)NC=N[N@H+]1C(C)C

```
! wB97M-V def2-TZVPD RIJCOSX def2/J DEFGRID3
* xyz 1 1
N 1.300 -1.608 0.211
N -0.862 -1.777 0.388
N -0.648 -0.429 -0.099
C -1.766 0.395 0.327
C 0.878 -0.231 0.080
C 0.902 -0.306 -2.478
C -2.004 1.733 -0.445
C 2.506 0.593 1.872
C 0.233 -2.387 0.487
C 1.434 0.428 -1.226
C -2.986 -0.457 0.323
C 1.118 0.568 1.356
H 0.281 -3.328 0.818
H 0.464 0.167 2.118
H 2.188 -1.910 0.069
H -1.446 0.906 1.256
H 2.884 -0.365 2.123
H -3.101 -1.096 1.313
H 2.445 0.373 -0.939
H 0.726 1.549 1.099
H 0.626 -1.349 -2.112
H -3.818 0.214 0.372
H 3.207 1.087 1.227
H 2.486 1.228 2.793
H -2.695 1.693 -1.238
H 1.516 -0.346 -3.408
H -0.048 0.263 -2.741
H -2.477 2.411 0.247
H 1.375 1.523 -1.354
H -0.770 -0.494 -1.151
H -2.979 -1.064 -0.613
H -0.970 2.012 -0.674
*
```